[1]
{
  "formula": "C22H38P2V",
  "method": "ωB97M-V/def2-TZVPD",
  "relative_energy_kj_mol": 0.0,
  "s_squared": 0.993,
  "gap_ev": [6.25, 7.32],
  "molar_mass_g_mol": 415.4,
  "charge": 2,
  "e_homo_ev": [-12.6, -12.6],
  "multiplicity": 2,
  "species": ["P", "P", "C", "C", "H", "H", "H", "H", "C", "H", "H", "H", "C", "H", "H", "H", "C", "H", "H", "H", "C", "H", "H", "H", "V", "C", "C", "C", "C", "C", "C", "C", "C", "C", "H", "H", "H", "H", "H", "H", "H", "H", "H", "H", "H", "H", "H", "H", "H", "C", "C", "C", "C", "C", "C", "C", "H", "H", "H", "H", "H", "H", "H"],
  "coordinates": [[-2.47655, 1.25741, 1.61758], [-2.49873, -1.08087, -1.73264], [-3.56659, 0.94732, 0.17513], [-3.70016, -0.47176, -0.47897], [-3.38880, 1.74585, -0.58116], [-4.56042, 1.15163, 0.61693], [-3.84932, -1.26727, 0.27352], [-4.63916, -0.43266, -1.05255], [-2.75507, -0.06354, -3.20211], [-1.93188, -0.21250, -3.91446], [-2.82136, 1.00842, -2.95857], [-3.69945, -0.36868, -3.67393], [-3.14742, -2.73424, -2.10888], [-4.04758, -2.62421, -2.72928], [-3.41819, -3.25009, -1.17936], [-2.39829, -3.32205, -2.64943], [-2.66583, 3.01117, 1.95418], [-1.86330, 3.37436, 2.60909], [-3.63714, 3.13182, 2.46217], [-2.66698, 3.58779, 1.01438], [-3.23114, 0.33804, 2.98151], [-3.45518, -0.70067, 2.70299], [-4.16544, 0.83343, 3.27662], [-2.55598, 0.32642, 3.84655], [1.40984, -0.22349, 0.17865], [-0.70811, -1.22555, -1.47417], [0.04992, 0.06465, -1.71927], [-0.64513, 1.31697, -1.27903], [0.07460, 2.20880, -0.25044], [0.27028, 1.40587, 1.01804], [-0.83318, 0.52874, 1.55914], [-1.00484, -0.99307, 1.13313], [-0.30391, -1.71170, -0.04211], [2.34801, -1.24751, 1.71834], [-0.42167, -1.99199, -2.21468], [0.62276, 0.13030, -2.65946], [-1.58617, 0.98283, -0.78714], [-1.00204, 1.92061, -2.13402], [1.01951, 2.58650, -0.67601], [-0.54424, 3.10517, -0.05686], [0.87786, 1.89388, 1.81096], [-0.61025, 0.51620, 2.64887], [-2.08428, -1.16574, 0.94683], [-0.84723, -1.60585, 2.04666], [0.81857, -1.81243, 0.08699], [-0.65637, -2.75248, 0.06863], [2.85240, -2.12169, 1.26406], [1.69021, -1.56639, 2.53919], [3.10082, -0.51518, 2.05777], [3.07816, 0.67505, -0.79577], [4.40810, 0.16899, -0.44175], [5.32214, 0.97264, 0.27434], [6.54707, 0.46661, 0.68009], [6.90253, -0.85787, 0.37595], [6.01661, -1.64902, -0.37461], [4.79110, -1.14315, -0.79379], [2.67499, 0.31115, -1.75732], [2.96974, 1.75765, -0.65742], [5.04292, 2.00018, 0.51358], [7.24508, 1.09738, 1.23026], [7.85992, -1.26750, 0.69788], [6.28906, -2.68124, -0.63464], [4.10513, -1.76345, -1.37016]],
  "atomic_forces_ev_per_a": [[-1.1, -0.8, 0.2], [-0.9, -0.3, -0.9], [-0.5, 0.0, -0.3], [-0.1, 0.5, 0.4], [-0.2, -0.6, 0.5], [0.3, 0.1, -0.2], [0.0, 0.4, -0.3], [0.2, -0.1, 0.0], [-0.1, 0.2, -0.2], [-0.2, 0.0, 0.2], [0.1, -0.4, 0.0], [0.3, 0.1, 0.1], [-0.2, 0.1, 0.1], [0.2, -0.1, 0.2], [0.1, 0.0, -0.2], [-0.2, 0.1, 0.1], [0.1, 0.2, -0.1], [-0.2, -0.1, -0.1], [0.4, 0.0, -0.2], [0.1, -0.2, 0.4], [-0.4, 0.2, 0.2], [0.1, 0.3, 0.0], [0.2, -0.2, 0.0], [-0.2, 0.1, -0.2], [2.4, 4.4, -0.1], [1.0, 0.2, 0.9], [1.7, -0.7, 1.0], [-1.0, 0.6, -0.3], [-0.6, 0.2, -0.3], [2.5, -1.0, -0.4], [0.7, 0.4, 0.7], [-0.8, -0.5, 0.9], [-1.7, -0.7, -0.7], [-0.9, -0.7, -0.6], [-0.1, 0.1, 0.3], [-0.6, -0.1, 0.3], [0.6, 0.3, -0.3], [0.3, 0.0, 0.3], [-0.3, -0.2, 0.3], [0.1, -0.1, -0.2], [-0.7, -0.2, -0.5], [-0.2, -0.2, -0.5], [0.8, 0.1, 0.1], [0.3, 0.4, -0.6], [-1.1, -1.7, -0.2], [0.6, 0.1, 0.2], [0.0, 0.3, 0.5], [0.4, 0.0, 0.0], [-0.2, -0.1, -0.2], [-0.9, -0.1, 0.0], [0.4, -0.4, 0.2], [-0.4, -0.2, 0.0], [0.3, -0.4, -0.1], [-0.5, 0.1, -0.3], [0.3, -0.2, 0.1], [0.1, 0.4, 0.4], [0.5, 0.4, 0.0], [0.0, -0.2, -0.3], [0.1, -0.2, 0.0], [-0.2, -0.1, -0.1], [-0.3, 0.2, -0.1], [-0.1, 0.5, 0.1], [0.2, 0.1, 0.0]],
  "mulliken_spin": [0.0121, -0.0044, -0.0027, 0.0011, 0.0002, -0.0005, -0.0009, 0.0006, 0.0007, -0.0004, 0.0011, -0.0001, 0.0001, 0.0000, 0.0000, -0.0003, -0.0014, 0.0005, 0.0001, 0.0001, -0.0007, 0.0005, -0.0001, -0.0003, 1.5861, -0.0771, -0.0766, 0.0228, -0.0500, 0.0224, -0.0499, -0.0258, 0.1055, -0.1134, -0.0040, -0.0166, -0.0010, 0.0023, -0.0120, -0.0026, 0.0074, -0.0093, 0.0025, -0.0056, -0.0212, -0.0032, 0.0085, 0.0026, -0.0007, -0.1937, 0.0280, -0.0567, 0.0280, -0.0659, 0.0343, -0.0534, -0.0128, -0.0038, -0.0003, 0.0006, -0.0028, 0.0007, 0.0014]
}

---

[2]
{
  "formula": "C22H39AsBeN10O3S",
  "method": "ωB97M-V/def2-TZVPD",
  "relative_energy_kj_mol": 68.9,
  "gap_ev": 7.39,
  "molar_mass_g_mol": 607.6,
  "charge": 2,
  "e_homo_ev": -13.2,
  "multiplicity": 1,
  "species": ["Be", "N", "N", "C", "N", "N", "N", "O", "O", "H", "H", "H", "H", "H", "C", "C", "N", "C", "C", "N", "C", "N", "N", "N", "C", "C", "C", "C", "C", "C", "H", "H", "H", "H", "H", "H", "H", "H", "H", "H", "H", "O", "S", "C", "C", "C", "C", "H", "H", "H", "H", "H", "H", "H", "H", "C", "C", "As", "C", "C", "C", "C", "H", "H", "H", "H", "H", "H", "H", "H", "H", "H", "H", "H", "H", "H", "H"],
  "coordinates": [[0.12918, 0.56582, -1.44617], [-0.80460, 2.11509, -2.17525], [-1.85114, 1.51032, -2.89637], [-2.13080, 0.19590, -2.68403], [-3.17978, -0.32656, -3.28322], [-1.27812, -0.39903, -1.83827], [-1.52348, -1.69396, -1.39427], [-2.39492, -2.35996, -1.91382], [-0.83511, -2.03362, -0.46364], [-1.19160, 2.78495, -1.51315], [-0.17668, 2.58479, -2.82261], [-2.44548, 2.07480, -3.48308], [-3.79551, 0.24301, -3.84136], [-3.38198, -1.30681, -3.14074], [2.15755, -1.93557, -0.80631], [2.01177, -0.71943, 0.03763], [1.28560, 0.36307, -0.22925], [1.54602, 1.27861, 0.78098], [2.41155, 0.73309, 1.65896], [2.68359, -0.53225, 1.18555], [3.49280, -1.51034, 1.92050], [2.87619, -1.80184, 3.16903], [3.56376, -1.50628, 4.31825], [2.92937, -1.96025, 5.31437], [1.78628, -2.60047, 4.86419], [0.77863, -3.25232, 5.57768], [-0.25092, -3.79848, 4.84596], [-0.28793, -3.69365, 3.44046], [0.69895, -3.04940, 2.72540], [1.74953, -2.51516, 3.47603], [1.47778, -1.89299, -1.65165], [1.93775, -2.84521, -0.24800], [3.17866, -2.00969, -1.18480], [1.11985, 2.26502, 0.77985], [2.84374, 1.10353, 2.57288], [4.46610, -1.07983, 2.14751], [3.62280, -2.39325, 1.29748], [0.81709, -3.31755, 6.65599], [-1.05063, -4.31994, 5.35338], [-1.12033, -4.13443, 2.90701], [0.63678, -2.96198, 1.64853], [1.10362, 0.45347, -2.84151], [1.22954, -0.17363, -4.23953], [1.74833, 1.17036, -5.35578], [3.22357, 0.95120, -5.69925], [3.46642, -0.55346, -5.60723], [2.84833, -0.97946, -4.28171], [1.54721, 2.10128, -4.82636], [1.09958, 1.10650, -6.22887], [3.85472, 1.47694, -4.98190], [3.44702, 1.34493, -6.68875], [4.52446, -0.80893, -5.63083], [2.98796, -1.07596, -6.43843], [3.38617, -0.56267, -3.42724], [2.71101, -2.05160, -4.15771], [-3.97416, 3.11907, -0.14612], [-3.62419, 1.76839, 0.46698], [-1.71526, 1.55274, 0.89323], [-1.74671, -0.01075, 2.08317], [-2.78293, -0.09537, 3.19640], [-1.44203, 3.11017, 2.06416], [-2.43175, 3.35603, 3.20002], [-5.05507, 3.23801, -0.22396], [-3.57850, 3.24447, -1.16016], [-3.60367, 3.94901, 0.45600], [-3.91454, 0.94370, -0.19098], [-4.18705, 1.62526, 1.38927], [-0.73347, -0.07351, 2.49165], [-1.84289, -0.86856, 1.41458], [-2.59237, 0.62011, 3.99190], [-2.75282, -1.09154, 3.64069], [-3.79989, 0.06056, 2.83676], [-1.42738, 3.96608, 1.38357], [-0.42640, 3.02628, 2.45784], [-3.46647, 3.18330, 2.90223], [-2.36152, 4.38967, 3.53978], [-2.22119, 2.72013, 4.05646]],
  "atomic_forces_ev_per_a": [[0.1, 0.0, -0.7], [0.1, -0.3, 0.0], [0.1, -0.3, -0.1], [-0.1, 0.4, 0.2], [0.0, 0.0, -0.1], [0.2, 0.0, -0.1], [-0.2, 0.2, 0.3], [0.1, -0.1, 0.0], [0.2, -0.1, -0.2], [0.0, -0.1, 0.1], [0.0, 0.0, 0.0], [0.0, 0.1, 0.0], [0.0, 0.0, 0.0], [0.0, 0.0, 0.0], [-0.1, 0.0, 0.0], [0.0, -0.1, 0.1], [-0.3, 0.2, 0.1], [0.1, 0.1, 0.0], [-0.1, 0.0, 0.0], [0.1, 0.0, -0.1], [-0.1, 0.2, 0.0], [0.2, -0.3, 0.1], [0.0, 0.1, 0.0], [0.0, 0.0, 0.0], [0.0, 0.0, 0.1], [0.0, 0.0, 0.0], [0.0, 0.0, 0.0], [0.0, 0.0, 0.0], [0.0, 0.0, 0.0], [-0.1, 0.1, -0.1], [0.0, 0.0, 0.0], [0.0, 0.0, 0.0], [0.0, 0.0, 0.0], [0.0, 0.0, 0.0], [0.0, 0.0, 0.0], [0.0, 0.0, 0.0], [-0.1, 0.0, 0.0], [0.0, 0.0, 0.0], [0.0, 0.0, 0.0], [0.0, 0.0, 0.0], [0.0, 0.0, 0.0], [0.3, 0.2, 0.0], [-0.2, -0.1, 0.1], [0.0, 0.0, 0.0], [0.0, 0.0, 0.0], [0.0, 0.0, 0.0], [0.0, 0.0, 0.0], [0.0, 0.0, 0.0], [0.0, 0.0, 0.0], [0.0, 0.0, 0.0], [0.0, 0.0, 0.0], [0.0, 0.0, 0.0], [0.0, 0.0, 0.0], [0.0, 0.0, 0.0], [0.0, 0.0, 0.0], [0.0, 0.0, -0.1], [-0.1, -0.1, 0.2], [-0.3, 0.1, 0.2], [0.1, 0.0, 0.0], [0.0, 0.0, 0.0], [0.0, 0.0, 0.1], [0.0, 0.0, 0.0], [0.0, 0.0, 0.0], [0.1, 0.0, 0.0], [0.0, 0.0, 0.0], [0.0, 0.0, 0.0], [0.0, 0.0, 0.0], [0.0, 0.0, 0.0], [0.0, 0.0, 0.0], [0.0, 0.0, 0.0], [0.0, 0.0, 0.0], [0.0, 0.0, 0.0], [0.0, 0.0, 0.0], [0.0, 0.0, 0.0], [0.0, 0.0, 0.0], [0.0, 0.0, 0.0], [0.0, 0.0, 0.0]],
  "mulliken_charge": [-0.2954, 0.0019, -0.3621, 0.5079, -0.2829, 0.5342, 0.7391, -0.7573, -0.3534, 0.3544, 0.4014, 0.1901, 0.1761, 0.2266, -1.5562, 1.1934, 0.0304, -0.7838, -0.8806, 0.3455, -1.1845, 0.7395, -0.6504, -0.5053, 0.0754, -0.7692, -0.6752, -0.6604, -0.1731, 1.2761, -0.0569, 0.4042, 0.5695, 0.8731, 0.5158, 0.3421, 0.5115, 0.4600, 0.4096, 0.4645, 0.1136, 0.0002, 0.2052, -0.5179, -0.7138, -0.8010, -0.5338, 0.2749, 0.4725, 0.3012, 0.3899, 0.3754, 0.3489, 0.2560, 0.5090, -1.2272, -0.7527, 0.1374, -0.1073, -1.3946, -0.7218, -1.3339, 0.4433, 0.1692, 0.2757, 0.5018, 0.5065, 0.2082, 0.2525, 0.2295, 0.4188, 0.3075, 0.4785, 0.5360, 0.2845, 0.3913, 0.3210]
}